<i>
{"formula": "C4H13N3", "method": "wB97M-V/def2-TZVPD", "species": ["C", "N", "C", "C", "N", "C", "N", "H", "H", "H", "H", "H", "H", "H", "H", "H", "H", "H", "H", "H"], "coordinates": [[1.91891, -0.28145, 0.08965], [2.41224, -0.83837, 1.40479], [0.40402, -0.31533, -0.02515], [-0.25809, -1.66620, -0.40148], [-0.30242, 0.80698, -0.52483], [-1.66338, 1.09048, -0.02960], [-2.27089, 2.19876, -0.58685], [2.13931, -0.60896, -0.94769], [2.11221, 0.82036, 0.12186], [2.50145, -1.80239, 1.19273], [3.46331, -0.67582, 1.39773], [0.15121, -0.31222, 1.05186], [-1.18090, -1.55757, -0.94293], [-0.36588, -2.31570, 0.47793], [0.44150, -2.24437, -1.04146], [-0.27268, 1.03207, -1.58498], [-2.35412, 0.18378, -0.03061], [-1.74105, 1.30833, 1.10055], [-3.32528, 2.20803, -0.52318], [-1.80947, 2.96958, -0.19834]], "homo_ev": -8.2606, "gap_ev": 9.31, "smiles": "C[C@@H](CN)NCN"}

<ii>
{"formula": "C4H13N3", "method": "wB97M-V/def2-TZVPD", "species": ["C", "C", "C", "C", "N", "N", "N", "H", "H", "H", "H", "H", "H", "H", "H", "H", "H", "H", "H", "H"], "coordinates": [[-2.35882, 0.00100, 1.76794], [-1.59469, 0.66275, -0.46284], [2.19733, 0.77743, 0.07075], [2.23744, -1.47890, -1.16916], [0.73568, 0.22779, -1.67873], [-2.69292, -0.02351, 0.35824], [1.66830, -0.11598, -0.99002], [-1.47570, -0.66035, 1.82766], [-2.26952, 1.05795, 2.17843], [-3.16171, -0.69995, 2.13455], [-1.55669, 0.27728, -1.45587], [-1.58993, 1.73667, -0.30116], [-0.64913, 0.16316, -0.04011], [1.55750, 1.63007, 0.00318], [2.06895, 0.25957, 1.12688], [3.21357, 1.14470, -0.12531], [1.87129, -1.81701, -2.09864], [3.36514, -1.38972, -1.03402], [2.01973, -2.17175, -0.28781], [-3.58583, 0.41882, 0.17605]], "homo_ev": -7.8260, "gap_ev": 8.61}

<iii>
{"formula": "C4H13N3", "method": "wB97M-V/def2-TZVPD", "species": ["C", "C", "C", "C", "N", "N", "N", "H", "H", "H", "H", "H", "H", "H", "H", "H", "H", "H", "H", "H"], "coordinates": [[-0.22043, 0.75049, 0.93336], [-0.22719, -0.59995, -1.15668], [-0.80713, -0.49617, 0.25307], [0.71176, -1.76666, -1.32866], [0.88603, 0.34323, 1.75525], [-1.16466, 1.45632, 1.76027], [0.66322, 0.81313, -1.56847], [0.28692, 1.38323, -0.16379], [-0.99536, -0.56465, -1.92854], [-1.69236, 2.14854, 1.24205], [0.64850, 0.42656, 2.74880], [1.68112, 0.95391, 1.61005], [-1.83579, 0.81359, 2.18204], [1.65687, 0.78402, -1.35153], [0.13299, 1.59560, -1.94187], [-0.61848, -1.41313, 0.84663], [-1.89399, -0.39690, 0.15946], [0.16828, -2.69553, -1.11055], [1.09855, -1.83519, -2.34862], [1.52115, -1.70044, -0.59226]], "homo_ev": -7.7554, "gap_ev": 8.77}

<iv>
{"formula": "C4H13N3", "method": "wB97M-V/def2-TZVPD", "species": ["C", "N", "C", "N", "C", "N", "C", "H", "H", "H", "H", "H", "H", "H", "H", "H", "H", "H", "H", "H"], "coordinates": [[-0.33572, -0.55076, 1.23219], [0.16578, 0.77728, 1.63040], [0.51839, 1.69539, 0.56247], [1.95038, 1.81434, 0.29673], [-0.02309, -1.08753, -0.17249], [-1.09220, -0.81548, -1.11929], [-1.24749, -1.78285, -2.19596], [-1.39820, -0.68426, 1.46038], [0.06989, -1.31987, 1.89797], [-0.58154, 1.14038, 2.20556], [0.18243, 1.23633, -0.37146], [0.08643, 2.69247, 0.56592], [2.42166, 2.18919, 1.10921], [2.37301, 0.93272, 0.04797], [1.00481, -0.84424, -0.46404], [-0.04770, -2.16160, 0.00032], [-0.96047, 0.09992, -1.54191], [-0.96175, -1.54926, -3.22857], [-0.52896, -2.59295, -2.04661], [-2.25131, -2.21017, -2.18253]], "homo_ev": -8.7171, "gap_ev": 9.82, "smiles": "CNCCNCN"}

The most stable arrangement is <iv>, and the next structure is 0.0258 hartree less stable.

<i>
{"formula": "C6H9N2S", "method": "wB97M-V/def2-TZVPD", "species": ["C", "C", "C", "C", "C", "C", "N", "N", "S", "H", "H", "H", "H", "H", "H", "H", "H", "H"], "coordinates": [[-0.69886, -0.09740, -0.05158], [-0.53039, -1.44651, -0.17664], [1.51821, -0.52442, 0.02820], [0.96107, 1.78249, -0.01209], [-1.54617, -2.47854, -0.11723], [0.09261, 2.97998, 0.09775], [0.54477, 0.55200, -0.05584], [0.85909, -1.73179, -0.13036], [3.09390, -0.35174, 0.27649], [-1.55981, 0.43207, 0.16690], [2.03332, 1.94579, -0.03936], [-2.41518, -2.03413, 0.08766], [-1.74433, -3.06925, -1.07811], [-1.07564, -3.20938, 0.64385], [0.52989, 3.99758, 0.13601], [-0.64862, 2.81851, 0.92428], [-0.73546, 3.06554, -0.71847], [1.32160, -2.63079, 0.01854]], "homo_ev": -12.8053, "gap_ev": 7.23, "total_charge": 1, "smiles": "C/C=[N+]1\\C=C(C)NC1=S"}

<ii>
{"formula": "C6H9N2S", "method": "wB97M-V/def2-TZVPD", "species": ["C", "C", "C", "C", "C", "C", "N", "N", "S", "H", "H", "H", "H", "H", "H", "H", "H", "H"], "coordinates": [[-2.78252, 1.03685, 0.04494], [-3.14340, -0.28054, -0.04120], [-0.68250, 0.08131, 0.04939], [1.67022, -1.32854, -0.69597], [1.66551, -1.21756, 0.79584], [1.43346, 0.00077, -0.07561], [-1.37083, 1.17972, 0.04917], [1.90802, 1.24213, -0.10178], [-1.72844, -1.28303, -0.01690], [-3.25528, 1.99876, 0.09904], [-4.02447, -0.84395, -0.09485], [2.57550, -1.47379, -1.21979], [0.79971, -1.82942, -1.20344], [0.84180, -1.39687, 1.41530], [2.73087, -1.14133, 1.28962], [2.21962, 1.50836, -1.00189], [2.26776, 1.61638, 0.78228], [-1.12504, 2.13076, -0.07414]], "homo_ev": -13.5695, "gap_ev": 10.44, "total_charge": 1}

The most stable arrangement is <i>, and the next structure is 0.0523 hartree less stable.

<i>
{"formula": "C9H16N3", "method": "wB97M-V/def2-TZVPD", "species": ["C", "C", "N", "N", "N", "H", "H", "H", "H", "H", "H", "H", "H", "C", "C", "C", "C", "C", "C", "C", "H", "H", "H", "H", "H", "H", "H", "H"], "coordinates": [[-0.81703, -0.36761, 2.36923], [-1.16813, -2.59745, 1.60485], [-0.64582, -1.80730, 2.57511], [-1.84089, -2.18239, 0.54599], [-0.66306, -3.84168, 1.53089], [-0.75233, -2.10433, 3.53565], [-2.50034, -1.42509, 0.69164], [-2.04566, -2.58998, -0.35368], [-0.11144, -4.23471, 2.27280], [-0.86398, -4.42793, 0.74273], [-1.82214, 0.03640, 2.62497], [-0.69257, 0.03427, 1.36913], [-0.15538, 0.20250, 3.02260], [2.88727, 1.11374, -2.27722], [-0.74430, 1.05053, -1.41970], [-0.95487, 2.26905, -0.83639], [0.49820, 0.58730, -1.89005], [1.54858, 1.43852, -1.63062], [0.14733, 3.11986, -0.60734], [1.41185, 2.67802, -0.99321], [-1.61023, 0.37090, -1.55601], [-1.92258, 2.68028, -0.59384], [0.62020, -0.35274, -2.39468], [0.02069, 4.10416, -0.19216], [3.14048, 0.05622, -2.15079], [3.78102, 1.57792, -1.84510], [2.35237, 3.20129, -0.82291], [2.90277, 1.41025, -3.32189]], "homo_ev": -11.6265, "gap_ev": 8.44, "total_charge": 1}

<ii>
{"formula": "C9H16N3", "method": "wB97M-V/def2-TZVPD", "species": ["C", "C", "N", "N", "N", "H", "H", "H", "H", "H", "H", "H", "H", "C", "C", "C", "C", "C", "C", "C", "H", "H", "H", "H", "H", "H", "H", "H"], "coordinates": [[-1.60575, 0.59358, 2.33158], [0.74243, -0.15565, 2.53327], [-0.38826, 0.32899, 3.10894], [0.70890, -1.12105, 1.63214], [1.88380, 0.48090, 2.75388], [-0.47120, 0.26763, 4.11071], [-0.08434, -1.74644, 1.56503], [1.21608, -1.04503, 0.75947], [1.83688, 1.35759, 3.25344], [2.79826, 0.04691, 2.70581], [-1.75030, -0.13041, 1.53882], [-1.71924, 1.61894, 1.99372], [-2.42530, 0.36267, 3.01388], [1.38350, 1.63620, -2.36162], [0.39247, 0.51920, -2.12001], [-0.95050, 0.65309, -2.46736], [0.83478, -0.75656, -1.74818], [-1.80449, -0.42762, -2.30648], [-0.03153, -1.80704, -1.53128], [-1.39956, -1.62898, -1.75241], [2.40493, 1.26832, -2.44879], [1.41487, 2.23920, -1.44402], [-1.29597, 1.62280, -2.81018], [1.91153, -0.85874, -1.63372], [-2.81777, -0.36690, -2.69027], [0.31569, -2.79574, -1.25524], [-2.14143, -2.38357, -1.52934], [1.04150, 2.22772, -3.20177]], "homo_ev": -11.9751, "gap_ev": 8.76, "total_charge": 1}

The most stable arrangement is <ii>, and the next structure is 0.0140 hartree less stable.

<i>
{"formula": "C3H11NO2", "method": "wB97M-V/def2-TZVPD", "species": ["C", "C", "C", "N", "H", "H", "H", "H", "H", "H", "H", "H", "H", "O", "H", "H", "O"], "coordinates": [[0.81694, 2.09790, -0.24860], [0.63008, 0.93357, 0.72755], [2.44703, -0.33297, 0.04137], [1.20087, -0.32251, 0.22123], [0.01964, 2.83570, -0.28702], [1.11238, 1.79256, -1.24986], [1.66759, 2.70028, 0.10227], [1.12520, 1.12257, 1.68150], [-0.42327, 0.82407, 0.98512], [3.07352, 0.52132, 0.32292], [2.95231, -1.15520, -0.45350], [-0.15343, -1.80281, -0.02695], [-1.17529, -1.75334, -1.15845], [-0.89055, -2.30914, -0.42102], [-2.96840, -0.77980, 0.19718], [-4.09219, 0.36083, -0.11964], [-3.21200, 0.04814, -0.17913]], "homo_ev": -9.9645, "gap_ev": 10.87, "smiles": "C=NCC.O.O"}

<ii>
{"formula": "C3H11NO2", "method": "wB97M-V/def2-TZVPD", "species": ["C", "C", "C", "N", "H", "H", "H", "H", "H", "H", "H", "H", "H", "O", "H", "H", "O"], "coordinates": [[-0.03753, -0.29132, -1.77943], [-0.65594, 0.40996, -0.48689], [-1.82293, -1.26125, 0.58746], [-1.16099, -0.14931, 0.70404], [0.73620, 0.37408, -2.05474], [0.30647, -1.22989, -1.43458], [-0.89044, -0.39215, -2.49775], [-1.32550, 1.19257, -0.83360], [0.24269, 1.00016, -0.22462], [-2.05345, -1.81825, -0.24022], [-2.12087, -1.58309, 1.67457], [2.32422, 0.05552, -0.54844], [3.06473, -1.07945, 0.03727], [2.98776, -0.61901, -0.68946], [0.88654, 1.65990, 2.37573], [-0.62798, 1.75151, 2.42498], [0.14702, 1.98003, 2.98567]], "homo_ev": -10.2279, "gap_ev": 10.75, "smiles": "C=NCC.O.O"}

The most stable arrangement is <i>, and the next structure is 0.0484 hartree less stable.

<i>
{"formula": "C2H6FNO2", "method": "wB97M-V/def2-TZVPD", "species": ["C", "C", "N", "O", "O", "F", "H", "H", "H", "H", "H", "H"], "coordinates": [[-1.58338, 0.81802, -0.76646], [1.71412, -0.34887, 0.88690], [0.54965, -0.04166, -0.42829], [2.77188, -0.93598, 0.31842], [-0.67584, 0.05366, 0.12883], [0.54150, -1.16288, -1.25269], [-0.81614, 1.62094, -0.98411], [-2.32117, 1.20733, -0.10102], [-2.12262, 0.16229, -1.49436], [1.17079, -1.04869, 1.57948], [1.89388, 0.75221, 1.07341], [2.36279, -1.74777, -0.11174]], "homo_ev": -9.0868, "gap_ev": 10.06, "smiles": "CON(F)CO"}

<ii>
{"formula": "C2H6FNO2", "method": "wB97M-V/def2-TZVPD", "species": ["C", "C", "N", "O", "O", "F", "H", "H", "H", "H", "H", "H"], "coordinates": [[-0.34715, 2.09145, -0.07700], [0.12473, -2.20431, 0.11623], [0.66342, 0.15446, 0.56375], [-0.82646, -1.96472, -0.70549], [-0.27612, 0.66851, -0.27623], [1.82903, -0.10244, -0.19082], [-1.38341, 2.40218, 0.30228], [-0.09022, 2.60679, -1.00467], [0.45190, 2.30218, 0.58262], [0.13573, -2.01113, 1.14631], [1.12964, -2.58045, -0.25186], [-1.41109, -1.36253, -0.20513]], "homo_ev": [-8.9402, -7.1372], "gap_ev": [9.61, 7.05]}

The most stable arrangement is <i>, and the next structure is 0.0693 hartree less stable.

<i>
{"formula": "C4H7ClO2", "method": "wB97M-V/def2-TZVPD", "species": ["C", "C", "C", "C", "H", "H", "H", "H", "H", "H", "H", "O", "O", "Cl"], "coordinates": [[-1.01521, 0.26623, -0.48210], [-1.49031, -1.15608, -0.40128], [-0.30028, 0.15897, 0.79424], [1.05818, 0.79243, 0.78726], [-1.31902, 2.82894, -1.19216], [-0.37430, 0.84563, -1.30309], [-2.54481, -0.87985, 0.25695], [-1.62408, -1.98073, -1.43249], [-0.81822, 0.35908, 1.78462], [0.78753, 1.94400, 0.67783], [1.57717, 0.41960, 1.74132], [-2.02805, 1.12460, -0.19190], [-0.50034, -1.36988, 0.59514], [2.06050, -0.11433, -0.46751]], "homo_ev": -9.7587, "gap_ev": 6.61}

<ii>
{"formula": "C4H7ClO2", "method": "wB97M-V/def2-TZVPD", "species": ["C", "C", "C", "C", "O", "O", "Cl", "H", "H", "H", "H", "H", "H", "H"], "coordinates": [[-0.07344, 2.17793, -0.56761], [-1.13155, -0.15962, 0.51987], [1.31305, -1.45205, 0.34480], [-0.03445, 0.35462, -0.42430], [-0.99917, 2.87806, -0.27769], [1.23446, -0.10655, -0.09543], [-0.51238, -0.20801, -2.05116], [0.96823, 2.24665, -1.00356], [-1.52490, -1.11473, 0.42336], [-2.15015, 0.47541, 0.36124], [-1.03024, 0.09413, 1.55586], [0.68209, -2.10056, -0.44795], [0.86462, -1.54080, 1.23379], [2.39383, -1.54447, 0.42878]], "homo_ev": -9.5510, "gap_ev": 10.20, "smiles": "CO[C@](C)(Cl)C=O"}

The most stable arrangement is <ii>, and the next structure is 0.2662 hartree less stable.